1.
68
Properties=species:S:1:pos:R:3 method="wB97M-V/def2-TZVPD" charge=+1 homo_energy_ev=-12.14 max_force_ev_per_a=2.17 homo_lumo_gap_ev=8.9 total_energy_ev=-56158.382 spin_multiplicity=1
P -1.731 -0.897 1.796
F 1.326 -3.130 1.074
F 2.564 -1.399 1.627
F 2.329 -3.062 2.960
O -0.184 7.390 -5.997
O -1.026 -3.568 7.781
O -0.808 -3.187 5.666
O -0.421 5.589 -4.652
O -2.354 -1.501 -0.770
O 0.598 -1.752 2.692
O 1.570 6.337 -5.031
O -0.141 -5.189 6.477
C 0.984 -3.478 -2.169
C -0.434 -2.898 -2.492
C 2.452 8.611 -4.897
C -0.267 1.349 -1.724
C -1.310 -0.794 -1.383
C -0.320 -3.596 4.389
C -1.239 0.568 -1.169
C -0.395 -1.404 -2.193
C 0.097 -0.604 2.003
C -0.156 2.841 -1.489
C 1.693 -2.305 2.063
C 0.577 -0.613 -2.774
C 2.471 7.285 -5.628
C -0.615 -4.097 6.636
C 0.280 6.526 -5.304
C -0.862 -4.400 8.945
C -1.945 -2.127 0.405
C -1.837 5.734 -4.779
C 0.578 -4.430 9.412
C 0.656 0.732 -2.553
C -0.773 -3.188 -3.984
H -1.242 -5.402 8.747
H -2.750 -2.808 0.705
H 0.486 -0.462 0.991
H -1.625 -3.876 -4.007
H 0.665 -4.991 10.341
H -1.040 -2.741 0.309
H -1.165 3.255 -1.403
H 0.888 -4.509 -1.822
H -2.403 0.288 1.470
H 0.760 -3.633 4.402
H 0.948 -3.416 9.573
H 2.243 7.407 -6.687
H -0.730 -4.565 4.101
H 1.435 1.310 -3.036
H -1.102 -2.294 -4.516
H 1.309 -1.097 -3.414
H 0.438 3.083 -0.606
H -2.290 4.856 -4.324
H -1.187 -3.356 -1.848
H -2.135 5.783 -5.824
H -2.261 -1.403 2.994
H 1.431 -2.857 -1.391
H 1.637 -3.441 -3.041
H -1.490 -3.960 9.717
H 2.651 8.464 -3.835
H 0.041 -3.703 -4.492
H 3.462 6.841 -5.557
H 0.309 3.296 -2.366
H -2.173 6.622 -4.246
H 1.479 9.093 -4.981
H 3.204 9.284 -5.309
H 0.252 0.283 2.622
H -0.639 -2.853 3.667
H 1.224 -4.896 8.669
H -1.987 1.051 -0.540


2.
11
Properties=species:S:1:pos:R:3 method="wB97M-V/def2-TZVPD" smiles="C=C/C=C/O" charge=0 homo_energy_ev=-8.75 max_force_ev_per_a=3.28 homo_lumo_gap_ev=9.6 total_energy_ev=-6290.300 spin_multiplicity=1 de_lowest_kcal_mol=37.3
O 0.571 2.268 -0.419
C -0.591 -2.107 1.068
C -0.537 -1.438 -0.083
C -0.368 0.067 -0.314
C 0.736 0.915 -0.387
H -0.525 -1.482 1.918
H 1.821 0.565 -0.310
H 1.388 2.651 -0.166
H -1.403 0.634 -0.081
H -0.752 -3.128 1.295
H -0.544 -2.004 -1.010


3.
38
Properties=species:S:1:pos:R:3 method="wB97M-V/def2-TZVPD" charge=0 homo_energy_ev=-7.78 max_force_ev_per_a=15.57 homo_lumo_gap_ev=8.1 total_energy_ev=-40512.703 spin_multiplicity=1 de_lowest_kcal_mol=371.3
Cl 1.490 3.274 -3.198
O -0.257 0.714 -3.248
O 0.047 -2.090 -1.562
O 0.644 -1.724 6.444
O -0.751 -0.283 -0.828
N -0.361 -0.377 0.595
N 1.887 -1.204 0.410
C 0.475 -1.019 2.662
C -0.172 -0.218 3.407
C 1.439 -2.221 3.106
C -0.339 1.485 -4.324
C 0.674 -1.106 1.097
C 0.249 3.375 -5.606
C -1.528 1.117 -5.233
C -0.860 -0.285 -3.068
C -1.663 1.987 -6.416
C -0.264 -1.067 -1.763
C 0.036 -0.300 4.702
C 1.407 -2.385 4.507
C -0.163 -0.826 7.464
C -1.050 3.236 -6.416
C 0.613 -1.412 5.245
C 0.277 2.726 -4.550
H -1.991 -0.214 -2.978
H 1.892 -3.064 4.929
H -0.135 -1.197 8.537
H 2.484 -1.611 0.877
H 0.608 4.362 -5.661
H -0.832 0.085 5.194
H -0.706 0.543 2.906
H 1.812 -3.071 2.506
H -1.903 0.180 -5.343
H 1.797 -1.289 -0.538
H -0.605 -1.260 -4.028
H -1.138 3.971 -7.207
H 0.244 0.241 7.290
H -0.991 -0.956 7.247
H -2.368 1.885 -7.156


4.
19
Properties=species:S:1:pos:R:3 method="wB97M-V/def2-TZVPD" charge=+2 homo_energy_ev="-19.19 / -19.12" max_force_ev_per_a=1.72 homo_lumo_gap_ev="10.4 / 5.7" total_energy_ev=-19058.104 spin_multiplicity=2
Al 2.961 19.916 -12.923
O 1.370 21.198 -10.885
O 2.778 16.983 -13.335
O 0.779 21.763 -13.808
O 2.205 18.466 -10.452
O 3.484 22.745 -12.412
O 2.010 19.032 -15.594
H 3.065 16.350 -13.993
H 1.019 22.578 -14.249
H 3.331 23.149 -11.558
H 0.425 21.349 -10.889
H 2.427 18.083 -9.604
H 1.163 19.128 -16.028
H 1.615 21.236 -9.961
H 1.304 18.185 -10.613
H -0.178 21.776 -13.785
H 2.515 18.464 -16.176
H 2.664 16.465 -12.538
H 3.669 23.480 -12.997


5.
14
Properties=species:S:1:pos:R:3 method="wB97M-V/def2-TZVPD" smiles="O/C=C1/CN2C[C@@H]12" charge=0 homo_energy_ev=-8.39 max_force_ev_per_a=0.72 homo_lumo_gap_ev=9.2 total_energy_ev=-8833.035 spin_multiplicity=1 de_lowest_kcal_mol=73.1
O -0.255 -2.236 1.587
N 0.286 1.559 -0.508
C 0.262 -0.542 0.009
C -0.392 0.697 0.518
C 0.254 -1.809 0.393
C -1.152 1.290 -0.594
C 0.914 0.306 -1.063
H 1.996 0.328 -0.911
H -0.478 -1.448 2.104
H -1.828 2.093 -0.323
H -0.520 1.057 1.542
H -1.467 0.656 -1.425
H 0.647 -2.612 -0.223
H 0.687 0.139 -2.123


6.
27
Properties=species:S:1:pos:R:3 method="wB97M-V/def2-TZVPD" smiles=O.O.O.O.O.O.O.O.O charge=0 homo_energy_ev=-10.88 max_force_ev_per_a=4.89 homo_lumo_gap_ev=10.6 total_energy_ev=-18717.734 spin_multiplicity=1 de_lowest_kcal_mol=101.5
O 2.116 0.094 -1.571
O -5.347 1.464 -1.440
O 0.732 1.464 4.075
O 3.395 0.713 2.162
O -0.857 2.327 -3.434
O -0.726 -0.844 -0.029
O 0.151 -4.286 -3.080
O 0.083 -3.735 3.548
O 0.275 2.957 -0.833
H -1.332 2.753 -2.620
H 0.655 -4.099 2.886
H 1.048 0.717 3.590
H -4.700 2.209 -1.620
H 1.174 3.058 -0.484
H 3.209 -0.204 2.181
H -0.070 3.691 -1.414
H 0.131 1.812 3.321
H 0.646 -2.980 3.909
H -0.545 -4.014 -3.593
H -0.609 -0.763 0.947
H 3.084 0.195 -1.604
H 3.420 0.896 3.117
H -0.130 -4.304 -2.123
H -1.615 -0.881 -0.078
H -1.186 1.403 -3.362
H -5.003 1.214 -0.559
H 2.000 -0.860 -1.892